Molecular formula: C3H12N3
Method: DFT, ωB97M-V/def2-TZVPD

Output
HOMO level, eV: -12.95
Gap between HOMO and LUMO, eV: 10.145
Charge: +1

XYZ file:
```
18
Properties=species:S:1:pos:R:3:forces:R:3:lowdin_charge:R:1
N -1.99444 -0.07432 0.08113 -1.5 0.5 0.9 -0.119
N 1.53020 -0.15800 0.77955 -4.1 4.0 -2.7 0.053
N -0.81309 -2.96898 -0.08813 -1.1 -2.3 -0.7 0.217
C -1.43824 1.10488 -0.56102 -3.2 2.9 2.1 -0.197
C 2.27056 0.44372 -0.43488 -4.1 2.6 1.8 -0.011
C -0.43163 -1.97139 0.25133 2.7 3.8 0.8 0.010
H 0.96930 0.68174 1.26621 1.6 -2.5 -1.3 0.187
H 2.43172 -0.24627 -1.13780 0.7 -3.0 -2.4 0.039
H 2.10890 -0.51449 1.44979 2.1 -1.4 2.1 0.082
H -2.33285 1.86102 -0.80479 1.9 -1.1 0.5 0.118
H -1.13716 0.85600 -1.53419 1.8 -0.1 -1.0 0.051
H -2.70088 -0.43552 -0.54734 -0.1 -0.4 -0.2 0.075
H -1.27281 -3.80793 -0.03418 -1.2 -2.2 -0.3 0.084
H 1.61728 1.25317 -0.94034 0.9 -1.3 1.2 0.123
H -2.58563 0.29815 0.85200 0.6 -0.6 -0.4 0.099
H 0.66865 -0.93617 0.43696 0.8 0.7 0.9 0.042
H -0.85953 1.64759 0.27059 0.1 -0.6 -2.0 0.090
H 3.14681 0.87232 -0.12350 2.1 1.1 0.8 0.058
```
Forces are in eV/Å.

***

Molecular formula: C3H12N3
Method: DFT, ωB97M-V/def2-TZVPD

Output
HOMO level, eV: -13.35
Gap between HOMO and LUMO, eV: 10.335
Charge: +1

XYZ file:
```
18
Properties=species:S:1:pos:R:3:forces:R:3:lowdin_charge:R:1
N -0.95001 -1.14104 0.66981 -0.2 0.9 -0.4 0.121
N -0.44733 1.03633 -0.86338 0.3 0.1 0.0 -0.003
N 0.98617 3.06309 -0.44529 0.0 -0.3 -0.2 0.028
C 0.13441 -3.29908 0.36097 -0.6 0.1 -0.2 0.073
C 0.21581 -2.00655 0.59834 0.3 -0.3 0.2 -0.175
C 0.51396 1.79839 0.01098 -0.4 0.0 0.1 -0.334
H -0.83381 -0.25297 -0.05013 0.1 -0.2 0.0 0.103
H 1.13532 -1.46732 0.77282 0.1 0.0 0.0 0.115
H -0.00971 1.92895 0.96101 0.1 0.1 0.0 0.115
H -1.02431 -0.67453 1.57638 -0.1 -0.3 0.1 0.159
H 1.36563 1.13883 0.17146 0.0 0.0 0.0 0.111
H -0.83324 -3.75311 0.17221 0.0 -0.1 0.1 0.080
H 0.98471 -3.96048 0.32158 0.2 0.2 0.0 0.082
H 0.01786 0.84280 -1.74746 -0.1 -0.1 0.0 0.103
H 0.25689 3.74675 -0.59316 0.0 0.0 0.0 0.082
H -1.83224 -1.61188 0.46843 0.1 -0.1 0.1 0.158
H -1.23078 1.63754 -1.10538 -0.1 0.0 0.1 0.102
H 1.55065 2.97428 -1.27920 0.1 0.2 0.0 0.081
```
Forces are in eV/Å.

***

Molecular formula: C3H12N3O
Method: DFT, ωB97M-V/def2-TZVPD

Output
HOMO level, eV: -14.55
Gap between HOMO and LUMO, eV: 11.144
Charge: +1

XYZ file:
```
19
Properties=species:S:1:pos:R:3:forces:R:3:lowdin_charge:R:1
O -0.57834 2.68686 0.47383 -1.0 -0.6 -1.1 -0.024
N -0.83091 -0.23098 -2.24966 3.0 -3.6 -2.5 0.129
N 0.41346 0.19611 -0.16847 -0.2 2.4 -1.2 0.082
N -0.38106 -1.85867 -0.55638 -0.5 -1.1 -0.4 0.146
C 1.29136 -0.25535 1.00094 1.3 -1.3 -2.8 -0.201
C 0.50437 -0.55578 2.19744 -2.4 -1.7 1.0 -0.109
C -0.23529 -0.55746 -1.04646 -0.4 -1.9 3.3 -0.396
H -0.28885 -0.80000 -3.11830 -2.3 2.1 3.1 0.224
H -0.57484 -0.55944 1.92450 0.5 0.5 0.4 0.089
H 0.58010 -1.58277 2.62402 0.7 0.7 -0.3 0.100
H -1.27303 0.60719 -2.54255 0.2 1.0 0.3 0.091
H -0.62580 -2.61702 -1.19165 -0.1 0.7 -0.2 0.113
H 0.19933 1.24721 -0.25164 0.6 -1.7 0.2 0.133
H -1.21748 3.40312 0.37442 0.3 0.0 0.2 0.081
H 2.02724 0.53149 1.17416 -0.3 0.2 -0.3 0.119
H 1.92862 -1.15715 0.64335 -1.3 1.5 0.3 0.154
H -0.65091 -2.19456 0.42506 1.1 1.7 -1.8 0.154
H 0.07652 2.92350 1.09966 0.8 0.8 1.1 0.042
H 0.67270 0.16984 2.95843 -0.1 0.4 0.8 0.072
```
Forces are in eV/Å.

***

Molecular formula: C3H12N3O
Method: DFT, ωB97M-V/def2-TZVPD

Output
HOMO level, eV: -12.80
Gap between HOMO and LUMO, eV: 9.035
Charge: +1

XYZ file:
```
19
Properties=species:S:1:pos:R:3:forces:R:3:lowdin_charge:R:1
O -0.26999 -0.59285 1.68170 -0.4 -0.8 -2.2 -0.108
N -2.27446 0.38211 -1.27964 -1.0 1.1 -0.2 -0.026
N 2.76570 -1.05864 -0.08287 -0.6 0.9 2.1 0.218
N 1.99760 1.02936 -0.86412 -0.4 0.3 1.8 0.184
C 2.28774 0.14844 0.09662 -0.5 0.6 -0.7 -0.172
C -1.27367 -0.79838 0.58098 1.3 0.9 1.3 -0.196
C -1.70017 0.57662 0.06914 -1.3 -1.1 -0.3 -0.283
H -0.75090 -1.35501 -0.18571 0.0 -0.1 -0.2 0.102
H -2.10976 -1.39439 0.95310 0.1 0.1 0.0 0.122
H -2.43272 1.01990 0.77723 0.6 0.0 -0.2 0.124
H 2.94036 -1.51147 0.81336 0.0 -0.5 -0.7 0.151
H 1.64015 0.69888 -1.73887 0.2 0.1 -0.7 0.131
H 2.04459 0.43910 1.12630 0.7 0.0 -0.3 0.157
H 1.68740 1.96927 -0.53901 0.2 -1.3 -0.6 0.155
H 2.84191 -1.56356 -0.93233 0.2 -0.3 -0.8 0.136
H -0.79300 -0.32042 2.41091 -0.5 0.4 1.3 0.057
H -0.82958 1.20306 -0.03434 0.3 0.3 0.1 0.080
H -2.62972 1.30354 -1.61349 0.5 -0.9 0.2 0.085
H -3.14149 -0.17556 -1.23894 0.7 0.1 0.1 0.081
```
Forces are in eV/Å.

***

Molecular formula: C3H12N3O
Method: DFT, ωB97M-V/def2-TZVPD

Output
HOMO level, eV: -14.03
Gap between HOMO and LUMO, eV: 11.413
Charge: +1

XYZ file:
```
19
Properties=species:S:1:pos:R:3:forces:R:3:lowdin_charge:R:1
O 2.03175 -0.50411 -0.20055 -1.9 -3.1 -0.5 0.000
N 4.16395 0.21014 0.08534 -1.4 -0.1 -0.3 0.168
N -0.91202 0.82303 -0.24009 1.6 0.7 -0.7 -0.127
N -0.64336 -0.60741 -0.37587 0.4 0.4 -0.2 -0.024
C 2.83844 0.36850 -0.14318 1.3 3.9 1.1 -0.374
C -0.88176 -1.06404 1.01463 -1.6 -0.6 2.0 -0.034
C -2.29970 1.16505 -0.34754 -1.2 0.3 -0.2 -0.108
H -1.83500 -0.55048 1.25910 0.7 -0.4 0.4 0.082
H -1.07608 -2.10165 1.41925 0.8 0.6 -1.6 0.127
H -0.50660 1.14831 0.66444 -0.4 -0.6 -1.1 0.140
H -2.77572 0.56831 -1.17840 0.5 1.1 0.5 0.110
H 2.39203 1.43432 -0.16494 1.5 -1.0 -0.2 0.163
H 4.48928 -0.71868 0.28800 0.1 -0.2 0.0 0.120
H 0.46913 -0.63760 -0.54060 -1.7 -0.2 -0.2 0.138
H -0.05398 -0.60164 1.57413 -0.4 -0.4 0.0 0.100
H -2.33851 2.28176 -0.49412 -0.2 -1.3 -0.2 0.119
H -1.30508 -0.94835 -1.16448 1.7 0.3 1.7 0.219
H -2.87818 0.92568 0.55579 -0.1 0.1 -0.1 0.075
H 4.71902 0.97513 0.40434 0.2 0.4 -0.1 0.108
```
Forces are in eV/Å.

***

Molecular formula: C3H12N3O2
Method: DFT, ωB97M-V/def2-TZVPD

Output
HOMO level (alpha / beta), eV: -13.30 / -13.30
Gap between HOMO and LUMO (alpha / beta), eV: 8.935 / 8.934
Charge: +1

XYZ file:
```
20
Properties=species:S:1:pos:R:3:forces:R:3:lowdin_charge:R:1
O 2.28490 0.96316 -0.07586 0.4 -0.6 -0.5 -0.204
O -2.48413 -0.30984 0.39927 0.1 -1.3 0.3 -0.120
N -1.56266 -0.89688 -0.35342 -0.9 -0.5 0.1 -0.033
N 0.06386 0.29417 -0.23561 1.5 0.9 -0.8 0.054
N -1.17351 -2.06766 0.13007 -0.9 2.4 -1.5 0.143
C 1.24831 0.42941 0.68617 -0.2 1.9 -0.5 -0.252
C 3.49361 0.15313 -0.27227 -0.1 2.2 0.6 -0.042
C -3.23346 0.82289 -0.14734 -0.4 0.8 -1.2 -0.014
H 1.50574 -0.52865 1.00777 0.3 -1.6 1.0 0.094
H 3.83504 -0.11667 0.73602 -0.2 -1.1 -0.5 0.097
H -3.36789 0.85483 -1.30245 1.5 0.1 1.9 0.140
H 1.06980 1.17809 1.53932 -0.3 -1.4 -1.1 0.165
H 0.49477 0.05738 -1.22975 -1.4 1.2 2.6 0.183
H -1.53748 -2.42724 0.99897 0.1 -0.3 0.1 0.146
H -2.89608 1.69174 0.46905 0.1 -0.3 -1.4 0.107
H 4.16946 0.98150 -0.49215 0.4 -0.5 -0.6 0.092
H 3.46765 -0.56055 -1.12509 -0.2 0.2 1.0 0.102
H -0.37906 1.22538 -0.16836 0.2 -0.6 -1.1 0.110
H -0.70377 -2.51045 -0.65465 0.0 -0.9 0.9 0.147
H -4.29511 0.76627 0.09031 0.1 -1.0 0.8 0.087
```
Forces are in eV/Å.

***

Record-wise energy relative to the best compared isomer or geometry (same formula, charge and spin) values, in kcal/mol: 97.0; 36.7; 57.8; 48.3; 77.4; 164.0